Entry from the Open Molecules 2025 dataset: C24H36BrFeN8O2PS as an isolated structure at a distorted geometry (ωB97M-V/def2-TZVPD).

spin multiplicity: 2
energy: -166038.370 eV
HOMO-LUMO gap (alpha / beta): 7.622 / 7.478 eV
highest occupied orbital energy (alpha / beta): -10.56 / -10.55 eV
total charge: +1
LUMO (alpha / beta): -0.108 / -0.113 Ha
energy relative to the best compared isomer or geometry (same formula, charge and spin): 14.9 kcal/mol
F_max: 1.027 eV/A

Last column: Mulliken charge in e.
Geometry (Å):
H -2.678 3.677 0.445  0.39
C 4.847 1.803 -3.362  -0.79
C -0.828 -1.029 2.426  0.83
Br 5.347 4.656 -0.398  -0.17
C -2.092 -2.049 -1.678  -0.37
S 4.082 -3.245 -0.181  -0.38
C -2.882 1.385 -0.820  -1.06
H -1.470 0.769 -3.467  0.19
H -1.764 -6.027 -0.395  0.34
C -0.662 -3.447 -0.860  -0.47
C 5.316 2.878 -2.619  -0.32
C -0.283 -2.835 5.193  -1.02
H -2.929 4.724 -0.963  0.33
N -0.425 -0.852 3.689  0.21
H 2.328 -1.451 4.205  0.32
C 3.214 1.352 -1.671  0.36
H -2.059 -2.106 1.076  -0.08
N -3.224 2.703 -1.327  0.14
H 3.410 0.203 -3.468  0.48
C 3.680 2.420 -0.911  -0.27
H -2.073 -1.790 4.575  0.40
H -1.267 4.838 -2.678  0.30
H -3.468 2.022 -3.293  0.42
N -1.670 -4.169 -1.368  0.18
C -1.738 -5.625 -1.406  -0.87
H -0.799 -3.343 6.007  0.41
N 1.575 -2.106 0.137  -0.65
P -1.067 1.024 -1.064  2.68
H 0.391 0.317 1.734  0.02
C -2.512 3.773 -0.629  -0.96
O 1.755 0.535 0.062  -0.51
H 0.712 0.172 5.071  0.43
H 0.200 3.844 -2.559  0.42
C 2.093 0.542 -1.159  0.70
H 6.137 3.481 -2.982  0.43
H -3.487 -3.633 -2.374  0.45
H -0.878 -6.024 -1.937  0.35
C -1.037 -1.567 4.815  -0.77
C 4.724 3.181 -1.402  -0.37
O 1.375 -0.170 -1.928  -0.69
H -1.056 -0.877 5.659  0.44
H 5.316 1.563 -4.307  0.42
H -3.486 0.635 -1.335  0.42
C -0.870 3.878 -2.346  -0.85
H -2.522 -1.107 -1.957  0.30
H -0.213 -3.521 4.348  0.25
H 3.236 2.643 0.050  0.59
C 2.655 -2.569 -0.007  0.56
H -1.744 -2.972 2.594  0.33
C -1.938 -1.997 2.148  -1.49
H -0.592 2.595 0.745  0.29
N -0.884 -2.148 -1.024  0.61
N -0.311 -0.349 1.434  0.30
C -2.586 -3.297 -1.893  -0.77
H 0.586 0.983 3.533  0.44
C -0.425 2.614 -0.336  -1.34
H -3.121 1.323 0.245  0.37
H 2.853 0.141 3.655  0.35
H -2.645 -5.914 -1.928  0.32
H 0.651 2.677 -0.499  0.45
C -2.967 2.834 -2.762  -0.93
Fe 0.355 -0.767 -0.363  -0.35
H 0.729 -2.609 5.527  0.29
N -1.079 3.781 -0.901  0.15
C -0.953 1.516 -2.857  -1.23
C 3.788 1.041 -2.898  -0.37
H -3.391 3.783 -3.091  0.31
N -1.546 2.823 -3.097  0.12
C 0.730 0.002 3.996  -1.09
C 2.065 -0.607 3.571  -0.42
H 2.042 -0.952 2.537  -0.09
H 0.206 -3.867 -0.385  0.58
H -2.872 -1.613 2.560  0.48
H 0.095 1.507 -3.153  0.51

Entry from the Open Molecules 2025 dataset: a 10-piece molecular cluster, C24H36Cl6F4O21 overall at a distorted geometry (ωB97M-V/def2-TZVPD).

energy: -154474.131 eV
HOMO-LUMO gap: 11.089 eV
SMILES string: O=C1OC[C@@H](F)O1.O=C1OC[C@@H](F)O1.O=C1OC[C@@H](F)O1.O=C1OC[C@@H](F)O1.COC(=O)OC.COC(=O)OC.COC(=O)OC.ClCCl.ClCCl.ClCCl
highest occupied orbital energy: -10.96 eV
LUMO: 0.005 Ha
energy relative to the best compared isomer or geometry (same formula, charge and spin): 0.0 kcal/mol
F_max: 2.824 eV/A

Last column: Mulliken charge in e.
Geometry (Å):
O 0.134 0.576 6.317  -0.31
H 0.413 3.434 4.897  0.26
H 2.669 -3.612 2.365  0.31
H -3.738 -0.285 -7.696  0.32
O 0.069 2.745 6.820  -0.36
C 1.616 -3.824 2.177  -0.37
O 5.194 2.961 1.581  -0.31
H 5.096 -5.914 -1.698  0.30
H 0.594 0.650 1.293  0.22
H 3.441 5.871 3.417  0.29
C 3.911 3.623 -2.218  0.50
O 4.706 -3.497 -0.674  -0.56
H -4.585 3.652 0.686  0.41
O 3.265 3.333 -3.397  -0.34
O 5.050 3.902 -2.129  -0.48
Cl -4.533 1.380 1.314  -0.17
Cl -5.480 2.527 -1.184  -0.17
C 3.621 -3.839 -1.021  0.61
C 4.212 5.299 3.930  -0.61
O -0.225 -0.137 -0.851  -0.54
H 0.947 3.008 -1.134  0.16
H 4.115 1.125 1.377  0.27
F -8.512 -0.670 -4.694  -0.30
H 5.824 1.176 0.929  0.34
F 1.681 -5.321 4.056  -0.29
H 3.802 4.655 4.700  0.27
O -6.384 -0.868 -2.514  -0.22
H -6.771 0.713 -3.713  0.33
H 3.745 -7.028 -1.344  0.23
O 0.133 1.217 8.462  -0.50
C -0.213 1.381 1.401  -0.66
O -2.188 0.848 -1.296  -0.26
H 0.288 2.240 1.838  0.30
H 1.143 1.232 4.579  0.20
H 1.648 -1.249 -0.858  0.23
H 2.045 1.763 -1.717  -0.15
F 1.405 4.654 -3.212  -0.32
H 3.367 -1.070 -1.020  0.44
C -7.111 -1.974 -2.300  0.60
O 3.242 3.104 2.734  -0.53
H 0.987 -3.803 -2.673  -0.57
H -2.422 -1.352 -7.212  0.28
H -2.827 -1.260 -1.429  0.41
O 0.843 -2.611 2.051  -0.02
Cl -0.959 -2.859 -3.641  -0.01
C -3.000 -0.481 -6.928  -0.37
H 2.701 -1.738 0.446  0.13
C 4.346 3.491 2.464  0.84
C -8.523 -0.530 -3.318  0.27
C 0.201 -4.125 -3.346  0.55
H 1.327 2.768 -3.848  0.40
H -0.890 0.931 2.130  0.38
O -0.927 1.684 0.235  -0.36
O -6.741 -2.973 -1.797  -0.49
H -2.367 -0.451 -2.880  0.04
O 2.560 -3.044 -1.170  -0.12
Cl -3.879 -0.862 -5.425  -0.06
H -3.825 0.006 -2.161  0.07
C 4.209 -6.081 -1.094  -0.73
F -1.510 2.985 5.261  -0.33
H 1.526 -4.367 1.239  0.15
C -7.253 0.212 -2.877  -0.38
H -0.041 -4.977 3.084  0.30
C 4.890 1.734 0.912  -0.49
C 0.889 -4.465 3.339  0.26
C -1.034 0.723 -0.682  0.64
H -0.613 0.855 4.431  0.03
O 3.058 3.459 -1.167  -0.25
O 4.975 4.530 3.019  -0.35
H 4.604 1.924 -0.116  0.04
C 1.888 3.351 -3.119  0.22
H -7.396 0.896 -2.047  0.23
C -0.178 2.697 5.427  0.43
H 4.451 -6.096 -0.031  0.32
C 0.170 1.256 5.067  0.13
H -9.440 -0.022 -3.041  0.28
C 0.105 1.482 7.321  0.51
H 0.659 -4.489 -4.258  0.31
H 4.893 6.005 4.396  0.22
O -0.250 -1.325 3.478  -0.40
C -2.809 -0.274 -1.890  -0.32
C 0.347 -2.312 3.261  0.39
C 1.856 2.842 -1.702  0.27
O 3.228 -5.066 -1.328  -0.23
H -3.347 2.751 -0.185  -0.16
Cl -1.934 0.895 -6.709  -0.14
Cl -0.554 -5.561 -2.593  -0.20
O -8.398 -1.782 -2.756  -0.35
C 2.592 -1.742 -0.640  -0.63
O 0.545 -3.335 4.128  -0.34
C -4.370 2.725 0.169  0.09

Entry from the Open Molecules 2025 dataset: a 10-piece molecular cluster, C24H36Cl6F4O21 overall at a distorted geometry (ωB97M-V/def2-TZVPD).

energy: -154469.822 eV
HOMO-LUMO gap: 10.705 eV
SMILES string: O=C1OC[C@@H](F)O1.O=C1OC[C@@H](F)O1.O=C1OC[C@@H](F)O1.O=C1OC[C@@H](F)O1.COC(=O)OC.COC(=O)OC.COC(=O)OC.ClCCl.ClCCl.ClCCl
highest occupied orbital energy: -10.70 eV
LUMO: 0.000 Ha
energy relative to the best compared isomer or geometry (same formula, charge and spin): 99.4 kcal/mol
F_max: 5.676 eV/A

Last column: Mulliken charge in e.
Geometry (Å):
F 7.734 -2.642 -0.915  -0.29
O 8.184 -2.184 1.269  -0.28
C 6.127 -1.614 0.299  -0.44
H 2.151 4.065 -9.064  0.24
Cl -5.410 2.596 -4.873  -0.15
Cl 4.629 6.264 0.320  -0.15
C 1.509 1.817 -5.072  -0.61
O 8.685 -0.087 1.958  -0.57
H -5.297 -3.934 1.187  0.32
C 1.051 -3.642 4.473  -0.63
O -1.307 0.300 0.564  -0.29
C 1.428 4.395 -8.318  -0.62
H -1.745 -0.806 8.104  0.25
F -1.983 2.214 -0.398  -0.27
H 2.035 -4.095 4.594  0.27
O 0.774 5.301 -5.606  -0.50
H 0.425 4.181 -8.686  0.27
H 0.522 -4.636 -3.200  0.28
H 0.706 -4.656 4.268  0.27
C -4.371 5.698 4.688  0.69
C -5.343 -4.214 -1.028  0.30
H 3.350 7.197 -1.477  0.28
C 3.244 6.324 -0.833  -0.19
O -5.749 5.742 4.609  -0.31
O 1.559 3.660 -7.092  -0.32
C -0.819 2.121 1.674  -0.40
H -4.126 -2.956 0.285  0.27
C 0.013 0.378 0.616  0.66
H -1.006 3.193 1.734  0.32
C 0.309 -7.555 -3.274  0.84
C -4.614 -3.929 0.338  -0.49
C -4.283 -6.041 -0.204  0.66
C 7.246 -2.680 0.359  0.33
H 2.246 1.733 -5.870  0.29
O -3.648 4.742 4.942  -0.58
C 7.921 -0.887 1.399  0.66
H -0.769 1.709 2.681  0.28
F -6.495 7.076 2.932  -0.26
C -0.377 -2.101 5.807  0.84
H -2.871 1.455 1.197  0.33
Cl -3.677 1.851 -7.053  -0.16
H 7.025 -3.720 0.597  0.32
C 5.059 2.770 3.641  -0.20
H -0.472 -10.083 -2.795  0.33
C -1.866 1.549 0.784  0.23
H -6.283 -3.685 -1.184  0.36
O -0.347 -6.438 -3.245  -0.26
H 0.871 -2.926 3.672  0.29
H 0.909 -5.644 -1.812  0.34
C -3.839 1.972 -5.287  -0.13
O 1.372 -7.842 -2.751  -0.59
H 1.809 1.284 -4.170  0.26
H 4.666 2.533 2.652  0.22
H -0.934 -10.259 -4.336  0.27
H -1.466 0.019 6.527  0.34
Cl 5.015 1.299 4.596  -0.15
O -1.124 -1.725 4.875  -0.61
H -3.694 0.998 -4.819  0.25
C -6.149 7.075 4.224  0.32
C -4.813 7.830 4.413  -0.43
H -6.971 7.447 4.836  0.30
O -0.249 -1.547 6.993  -0.29
H -0.322 0.205 7.908  0.23
O -3.803 -5.033 0.508  -0.28
O 0.595 -3.109 5.746  -0.33
H -3.079 2.675 -4.947  0.19
O -5.283 -5.582 -0.946  -0.31
C 0.109 -5.355 -2.493  -0.63
H 3.099 5.414 -1.416  0.20
O 0.261 1.712 0.929  -0.33
O -3.859 6.788 4.229  -0.29
C 1.112 4.163 -5.792  0.69
Cl 4.011 4.017 4.361  -0.17
H -4.639 8.667 3.737  0.28
H 0.653 1.264 -5.458  0.26
F -4.437 -3.725 -1.866  -0.27
C -1.000 -0.468 7.383  -0.62
H -0.691 -4.760 -2.053  0.19
H 6.049 3.207 3.510  0.29
H -4.633 8.242 5.406  0.29
Cl 1.709 6.551 -0.027  -0.14
O 6.788 -0.523 0.788  -0.27
H 5.704 -1.524 -0.701  0.25
O 0.789 -0.463 0.298  -0.54
H 5.242 -1.783 0.913  0.30
O 1.195 3.162 -4.790  -0.25
O -3.911 -7.193 -0.124  -0.56
H 1.550 5.472 -8.200  0.30
C -0.141 -9.757 -3.782  -0.72
H 0.884 -10.083 -3.958  0.29
O -0.438 -8.443 -3.902  -0.32